1.
Entry from the Open Molecules 2025 dataset: a cluster of 2 separate species, C6H16 in total at a distorted geometry (ωB97M-V/def2-TZVPD).

Summary:
- LUMO level: 1.07 eV
- Electronic energy: -6480.5588 eV
- SMILES: CC(C)C.CC

XYZ file:
```
22
Properties=species:S:1:pos:R:3:forces:R:3
C -1.062 -1.782 -0.576 1.0 -0.3 0.9
C 0.222 -2.493 -1.086 -0.5 0.6 0.7
C -0.727 -1.461 0.829 -0.2 1.9 3.3
C -1.418 -0.521 -1.331 1.4 -0.1 -2.3
H -1.882 -2.508 -0.622 0.0 0.2 -0.2
H 1.164 -1.984 -0.819 -0.5 0.5 -0.4
H 0.085 -0.723 0.851 0.6 -0.6 -0.2
H -1.411 -0.834 1.414 -1.0 0.0 -0.6
H -0.567 -2.204 1.629 0.5 -0.5 -1.0
H -0.706 0.330 -1.335 0.0 -0.6 0.9
H -1.300 -0.825 -2.390 -0.7 0.3 0.1
H 0.092 -2.556 -2.150 0.6 -0.9 -0.6
H 0.341 -3.406 -0.491 -0.3 -0.4 -0.8
H -2.387 -0.093 -1.181 -0.7 -0.1 0.3
C 1.265 2.362 1.621 -0.5 0.1 0.3
C 1.151 2.890 0.209 0.2 0.2 -1.3
H 0.309 2.053 2.043 -0.4 0.7 0.0
H 1.781 1.403 1.743 0.8 0.6 -0.3
H 1.690 3.222 2.158 0.0 -0.9 0.7
H 2.144 3.348 -0.089 -1.2 -0.6 0.0
H 0.365 3.671 0.090 0.6 -0.4 0.4
H 0.853 2.113 -0.517 0.4 0.2 0.2
```
Positions in Å, forces in eV/Å.

2.
Entry from the Open Molecules 2025 dataset: a cluster of 2 separate species, C6H16 in total at a distorted geometry (ωB97M-V/def2-TZVPD).

Summary:
- LUMO level: 1.17 eV
- Electronic energy: -6480.9492 eV
- SMILES: CCC.CCC

XYZ file:
```
22
Properties=species:S:1:pos:R:3:forces:R:3
C -0.104 -0.756 -2.016 0.5 0.4 -1.4
C 1.222 -0.635 -1.249 -1.4 0.3 0.5
C -0.510 0.571 -2.654 0.0 -0.1 -0.5
H 0.106 -1.406 -2.878 -0.4 -0.4 0.4
H -0.976 -1.122 -1.472 0.4 -0.3 0.3
H 2.033 -0.465 -1.952 0.2 -0.2 0.1
H -0.851 1.288 -1.914 0.2 0.3 0.1
H 0.318 0.978 -3.250 -0.1 0.1 0.3
H 1.354 -1.520 -0.624 0.5 0.1 -0.1
H 1.144 0.241 -0.596 0.3 -0.1 0.1
H -1.337 0.435 -3.360 0.0 -0.1 0.1
C -0.540 -0.314 1.964 -0.8 -1.5 0.5
C -1.147 1.041 1.722 0.1 2.4 0.3
C 0.956 -0.301 2.292 0.1 0.3 -0.8
H -1.093 -0.819 2.771 0.2 0.3 0.0
H -0.728 -1.015 1.143 0.2 0.3 -0.2
H -1.446 1.421 0.732 0.5 -0.9 -0.2
H 1.334 0.629 1.897 0.5 0.3 -0.4
H 1.263 -0.265 3.337 -0.4 -0.4 0.1
H -0.420 1.796 2.077 -0.2 -0.1 -0.2
H -2.028 1.320 2.296 -0.2 -0.6 0.4
H 1.449 -1.100 1.732 0.2 0.0 0.5
```
Positions in Å, forces in eV/Å.

3.
Entry from the Open Molecules 2025 dataset: a cluster of 2 separate species, C6H16BN in total at a distorted geometry (ωB97M-V/def2-TZVPD).

Summary:
- 2S+1: 3
- LUMO level (spin up / spin down): 0.81 / -0.60 eV
- Electronic energy: -8641.9780 eV

XYZ file:
```
24
Properties=species:S:1:pos:R:3:forces:R:3
B 0.458 0.126 0.118 1.0 0.8 1.4
C 0.811 1.423 1.026 -2.7 -0.1 -1.7
C -2.946 0.289 1.103 0.7 0.0 0.6
C 1.998 -0.357 -1.816 1.3 3.2 -0.5
C 2.583 -0.984 0.629 -0.3 -3.1 -0.4
C -3.173 0.080 -0.364 0.9 5.0 -0.7
C 1.474 -0.862 -0.509 -0.1 -1.4 1.3
N -1.980 0.130 -1.100 1.0 0.5 -0.9
H 1.777 1.548 1.465 0.6 0.1 0.2
H 0.009 1.412 1.769 0.3 -0.1 0.6
H 0.441 2.341 0.483 0.8 -0.7 0.1
H -2.226 -0.456 1.485 0.0 0.5 -0.1
H -2.541 1.339 1.186 -0.6 -1.2 0.7
H -3.878 0.034 1.623 0.1 0.8 0.1
H 3.078 -0.065 -1.716 -0.8 -0.3 -0.2
H 1.507 0.582 -2.240 0.3 -1.0 0.8
H 1.927 -1.025 -2.617 -0.1 -1.4 -1.0
H 3.358 -1.831 0.315 -1.6 1.7 0.9
H 3.106 -0.065 0.700 0.6 0.8 0.2
H 2.099 -1.249 1.651 0.9 0.4 -1.7
H -3.705 -0.711 -0.599 -2.8 -4.3 -0.7
H -3.735 0.976 -0.757 0.0 -0.8 0.6
H 1.084 -1.902 -0.698 0.1 0.9 0.4
H -1.526 -0.773 -1.138 0.0 -0.5 0.1
```
Positions in Å, forces in eV/Å.

4.
Entry from the Open Molecules 2025 dataset: a structure of composition C6H16BNO3PTi at a distorted geometry (ωB97M-V/def2-TZVPD).

Summary:
- LUMO level: -7.22 eV
- Electronic energy: -47180.2166 eV
- Net charge: +1

XYZ file:
```
29
Properties=species:S:1:pos:R:3:forces:R:3
C 2.535 1.145 0.124 -0.6 0.3 0.1
C 1.617 0.231 0.945 0.4 -0.1 0.5
C 1.912 -1.273 0.729 0.1 0.5 -0.5
C 0.846 -1.965 -0.131 0.3 -0.5 0.4
O 0.406 -1.009 -1.093 0.0 -0.3 -0.1
C -0.938 -1.030 -1.509 -1.0 0.2 0.0
C -1.164 0.402 -2.016 0.0 0.8 0.1
O -1.728 1.133 -0.975 -0.1 1.3 -0.8
B -2.513 0.187 -0.168 -0.2 -1.6 0.4
P -2.283 0.491 1.783 0.7 1.0 0.0
N -1.280 1.684 2.147 0.0 -0.1 -0.4
O -1.885 -1.134 -0.507 0.5 0.1 -0.2
H 2.476 2.184 0.479 0.1 -0.1 0.0
H 3.580 0.825 0.177 -0.1 0.2 -0.2
H 2.255 1.093 -0.955 0.0 -0.1 -0.3
H 1.785 0.488 1.997 -0.1 0.0 -0.2
H 0.568 0.473 0.748 0.2 -0.1 0.2
H 2.063 -1.777 1.687 -0.2 -0.1 -0.2
H 2.857 -1.356 0.175 0.0 0.0 0.2
H 0.021 -2.355 0.472 -0.1 0.4 -0.1
H 1.308 -2.825 -0.633 -0.2 0.1 -0.1
H -1.148 -1.770 -2.297 0.4 -0.1 0.3
H -1.638 0.555 -2.993 0.0 -0.2 0.2
H -0.144 0.814 -1.941 1.5 -0.6 -1.3
H -3.700 0.134 -0.414 0.1 0.4 -0.1
H -1.838 -0.738 2.308 -0.3 -0.1 0.1
H -3.531 0.697 2.393 -0.1 -0.3 0.0
H -0.911 2.154 1.319 0.0 0.1 0.2
Ti 0.469 2.543 -1.852 -1.0 -1.2 1.6
```
Positions in Å, forces in eV/Å.

5.
Entry from the Open Molecules 2025 dataset: a structure of composition C6H16F8InN9O27S8 at a distorted geometry (ωB97M-V/def2-TZVPD).

Summary:
- LUMO level: -0.91 eV
- Electronic energy: -188743.7693 eV
- Net charge: -2

XYZ file:
```
75
Properties=species:S:1:pos:R:3:forces:R:3
In 0.878 0.096 0.178 0.9 0.0 -0.3
C -3.872 3.304 0.706 -0.6 0.5 0.7
C -4.701 4.526 0.475 3.1 2.2 -6.3
O -4.391 5.401 -0.396 -2.8 -3.3 5.0
N -6.015 4.663 1.265 0.1 0.5 0.6
H -6.725 5.007 0.634 0.1 1.4 -0.4
H -6.477 3.783 1.442 0.8 -1.1 0.6
C -5.921 5.466 2.613 -1.7 -1.3 -1.6
H -4.308 2.326 0.504 -0.8 0.1 0.5
H -3.660 3.456 1.765 0.7 -1.0 0.4
H -2.981 3.217 0.084 0.2 1.0 0.0
H -5.832 6.511 2.314 0.9 -0.2 0.5
H -5.272 4.879 3.262 0.6 0.9 -0.2
H -6.924 5.331 3.016 0.0 0.2 0.2
C 0.769 -5.512 -0.873 -0.4 -1.3 -0.8
C 2.068 -5.708 -1.518 3.1 1.4 2.2
O 3.109 -5.908 -0.933 -1.6 -0.3 -1.8
N 2.145 -5.368 -3.001 -1.6 -1.5 0.2
H 1.426 -4.679 -3.167 -0.2 0.8 -0.2
H 3.009 -4.886 -3.201 0.8 0.2 -0.2
C 1.803 -6.582 -3.882 1.5 1.0 0.0
H 0.251 -4.626 -1.239 0.1 0.3 0.6
H 0.892 -5.700 0.194 -0.2 0.7 -0.1
H 0.189 -6.343 -1.276 -0.7 -0.2 0.1
H 2.587 -7.327 -3.743 -0.2 0.0 0.3
H 1.926 -6.211 -4.900 -0.5 -0.2 0.0
H 0.816 -6.974 -3.640 0.2 0.3 -0.1
N 3.747 0.767 0.360 -1.0 4.3 1.5
S 4.469 2.060 1.092 -2.7 6.3 1.8
O 4.857 3.231 0.301 -1.0 -2.9 0.9
O 5.332 1.740 2.185 -0.1 -0.6 -0.3
F 3.082 2.593 1.856 1.5 -0.9 -1.0
S 5.085 0.131 0.036 4.9 -7.3 -5.2
O 5.428 -0.881 1.044 0.3 1.9 -1.8
O 6.125 0.802 -0.818 -2.1 -0.6 3.6
F 4.473 -0.717 -1.208 -0.1 -0.6 0.6
N 1.461 2.530 -0.993 -1.4 0.9 5.8
S 1.276 4.092 -0.321 -2.8 2.4 5.9
O 0.195 4.933 -0.850 2.3 -1.9 0.3
O 2.416 4.730 0.306 -1.1 -0.9 -2.1
F 0.585 3.513 1.046 -0.2 -0.3 -0.9
S 2.022 3.077 -2.242 4.6 -0.2 -12.5
O 3.304 3.801 -2.354 -2.5 -1.0 1.5
O 0.991 3.575 -3.152 1.1 -0.5 1.3
F 2.464 1.640 -2.928 -0.7 1.3 1.2
N -1.178 -1.894 0.064 1.5 -1.4 3.7
S -1.691 -2.900 1.348 5.0 -1.8 4.3
O -1.235 -4.297 1.291 -1.3 2.2 -1.0
O -2.871 -2.585 2.082 0.1 0.1 -1.3
F -0.483 -2.337 2.297 -1.0 0.1 -0.7
S -2.396 -2.140 -0.775 -6.8 0.7 -7.8
O -3.566 -1.299 -0.534 2.0 -1.0 0.0
O -2.761 -3.526 -1.134 1.1 1.3 1.5
F -1.803 -1.664 -2.191 0.0 0.0 1.0
N -0.168 0.698 2.703 2.1 -0.1 1.2
S -1.596 0.973 3.113 -9.8 0.6 -2.3
O -1.993 2.375 3.215 0.7 -1.5 0.1
O -2.324 0.013 3.943 2.1 1.5 0.3
F -2.303 0.533 1.718 0.7 0.6 -0.3
S 0.395 0.805 4.252 7.4 0.3 2.6
O 0.655 -0.465 4.885 -1.7 1.3 -0.4
O 0.065 1.995 5.081 0.1 -2.9 -2.4
F 1.917 1.092 3.708 -1.5 0.4 0.6
N 2.376 -1.419 -3.460 1.1 2.2 -1.6
O 2.588 -0.564 -4.281 -0.2 1.7 -1.4
O 2.908 -2.491 -3.645 0.6 -4.4 0.4
O 1.706 -1.187 -2.479 -2.1 -0.5 3.2
N 2.683 -2.552 1.823 0.4 3.1 3.3
O 2.433 -1.628 2.629 -0.4 -0.7 -0.9
O 3.081 -3.613 2.228 0.1 -1.5 -1.0
O 2.632 -2.250 0.605 -1.3 0.1 -1.9
N -2.342 1.650 -2.087 1.9 0.8 -2.3
O -2.833 0.943 -2.939 -1.3 -1.5 -0.4
O -1.538 1.101 -1.286 0.1 -0.4 1.4
O -2.457 2.872 -2.219 -0.2 0.6 1.8
```
Positions in Å, forces in eV/Å.

6.
Entry from the Open Molecules 2025 dataset: a cluster of 2 separate species, C6H16IN2 in total at a distorted geometry (ωB97M-V/def2-TZVPD).

Summary:
- LUMO level: -2.91 eV
- Electronic energy: -17554.8249 eV
- Net charge: +1

XYZ file:
```
25
Properties=species:S:1:pos:R:3:forces:R:3
C -2.273 -1.132 -0.327 -0.5 2.2 -1.0
C 0.881 -2.336 0.741 -2.2 -2.7 1.4
C -1.140 2.038 -0.429 -0.1 -4.3 0.7
C 0.784 1.690 1.158 0.5 3.0 0.2
C -0.988 -0.753 -1.133 -2.0 0.5 -1.2
C -0.148 -0.174 -0.041 1.4 0.0 -2.4
N 0.769 -0.928 0.502 1.7 0.4 2.2
N -0.093 1.131 0.168 -1.2 0.1 -0.3
I 4.162 0.480 -0.908 -1.0 -2.0 2.2
H -3.246 -1.149 -0.807 0.2 -0.2 -0.8
H -2.142 -2.033 0.166 0.3 -1.7 1.1
H -2.405 -0.317 0.380 -0.2 -0.3 0.6
H 0.181 -2.989 0.176 0.5 0.9 -0.3
H 1.865 -2.686 0.562 1.0 -0.1 -0.3
H 0.604 -2.728 1.809 0.6 1.5 -1.5
H -1.038 2.966 -0.046 0.1 2.8 1.7
H -1.010 2.131 -1.455 0.2 -0.1 -2.0
H -2.086 1.528 -0.200 0.0 0.9 -0.2
H 0.643 2.822 1.011 0.8 -1.6 0.3
H 0.494 1.563 2.212 0.0 -0.6 -0.3
H 1.859 1.462 0.987 -0.7 0.1 0.1
H -0.606 -1.677 -1.678 0.1 1.5 0.9
H -1.201 0.110 -1.905 0.4 -2.0 1.4
H 1.482 -0.408 1.037 -0.7 -0.5 -0.3
H 4.652 1.388 -1.981 1.0 1.9 -2.2
```
Positions in Å, forces in eV/Å.

7.
Entry from the Open Molecules 2025 dataset: a cluster of 3 separate species, C6H16INO2 in total at a distorted geometry (ωB97M-V/def2-TZVPD).

Summary:
- LUMO level: 4.71 eV
- Electronic energy: -20165.8296 eV
- Net charge: -2

XYZ file:
```
26
Properties=species:S:1:pos:R:3:forces:R:3
I 0.245 -2.393 0.420 -0.4 0.1 0.2
C 3.500 -3.476 -1.992 -0.6 -0.8 0.4
C 4.788 -2.660 -2.125 0.6 1.1 1.2
O 5.299 -2.115 -0.971 -0.3 -0.5 -0.3
H 3.141 -3.897 -2.946 0.1 0.2 -0.2
H 2.639 -2.972 -1.523 0.5 0.3 -0.2
H 3.658 -4.358 -1.352 0.2 0.1 0.1
H 4.554 -1.830 -2.834 0.0 -0.2 -0.6
H 5.567 -3.313 -2.586 -0.2 -0.2 -0.6
C -3.287 0.065 1.797 -1.3 0.3 -0.1
C -2.778 1.034 0.734 1.0 -0.8 -0.3
C -1.544 1.750 1.251 0.0 0.3 0.8
O -0.984 2.610 0.265 0.3 -0.1 0.4
C -0.618 3.879 0.752 -0.7 0.3 -1.4
N -2.404 0.182 -0.406 -0.1 0.1 0.0
H -3.623 0.539 2.726 0.5 0.2 0.1
H -2.588 -0.749 1.982 0.2 0.1 0.0
H -4.214 -0.363 1.401 0.2 -0.3 -0.1
H -3.550 1.739 0.410 0.0 0.1 0.2
H -0.808 1.002 1.572 0.1 -0.1 -0.3
H -1.767 2.326 2.166 -0.2 0.1 -0.2
H 0.171 3.955 1.502 -0.1 -0.5 0.2
H -1.537 4.397 1.053 0.2 0.2 0.5
H -0.269 4.405 -0.142 0.2 0.1 0.2
H -1.689 -0.461 -0.041 -0.2 -0.3 -0.3
H -1.901 0.706 -1.115 -0.1 0.2 0.1
```
Positions in Å, forces in eV/Å.

8.
Entry from the Open Molecules 2025 dataset: a cluster of 2 separate species, C6H16N in total (ωB97M-V/def2-TZVPD).

Summary:
- 2S+1: 2
- LUMO level (spin up / spin down): 0.81 / 0.48 eV
- Electronic energy: -7967.6782 eV

XYZ file:
```
23
Properties=species:S:1:pos:R:3:forces:R:3
C 0.294 -0.849 -0.904 0.2 0.4 0.2
C 1.710 -0.243 -1.015 -1.0 0.1 0.0
C 1.685 1.214 -0.542 0.6 -0.4 -0.1
C 2.692 -1.065 -0.190 -0.4 -0.3 -0.5
H 0.218 -1.810 -1.414 0.0 -0.1 0.1
H 0.052 -0.953 0.162 0.0 -0.1 0.0
H -0.432 -0.163 -1.352 0.0 0.0 -0.1
H 1.919 -0.278 -2.088 0.5 0.1 0.1
H 2.717 1.577 -0.542 -0.1 0.2 0.0
H 1.320 1.266 0.485 -0.1 0.1 0.0
H 1.093 1.854 -1.193 -0.1 0.0 0.1
H 2.713 -2.088 -0.577 0.1 0.0 0.1
H 3.702 -0.662 -0.224 0.0 0.0 0.1
H 2.323 -1.114 0.836 0.2 0.1 0.1
C -2.510 0.379 1.548 0.5 -0.1 0.7
C -2.016 1.629 1.254 -0.3 0.2 -0.6
N -2.753 -0.582 0.459 0.7 0.3 0.0
H -2.733 0.000 2.535 -0.4 0.0 -0.2
H -2.227 2.482 1.887 0.1 -0.1 0.1
H -1.438 1.834 0.357 0.0 0.0 0.0
H -3.305 -0.148 -0.325 -0.3 -0.1 0.1
H -1.861 -0.832 0.026 -0.2 -0.1 -0.1
H -3.162 -1.448 0.819 -0.2 0.0 -0.1
```
Positions in Å, forces in eV/Å.

9.
Entry from the Open Molecules 2025 dataset: a cluster of 2 separate species, C6H16N in total (ωB97M-V/def2-TZVPD).

Summary:
- LUMO level: -3.06 eV
- Electronic energy: -7964.6520 eV
- Net charge: +1

XYZ file:
```
23
Properties=species:S:1:pos:R:3:forces:R:3
C -1.404 -0.995 0.842 0.1 0.2 0.1
C -0.148 -0.527 1.547 -0.4 -0.6 0.2
C 1.025 -1.094 1.280 0.2 0.0 0.0
C -0.359 0.406 2.699 -0.1 -0.1 0.0
H -2.088 -1.418 1.579 0.0 0.0 0.0
H -1.202 -1.773 0.105 0.0 0.0 -0.1
H -1.946 -0.161 0.381 0.0 0.0 0.0
H 1.905 -0.884 1.876 0.0 0.1 -0.1
H 1.111 -1.886 0.542 0.0 0.0 0.0
H 0.577 0.815 3.070 0.0 0.2 -0.1
H -0.811 -0.153 3.524 0.0 0.0 0.0
H -1.075 1.194 2.458 0.2 0.1 0.0
C 0.690 -0.455 -2.465 0.3 -0.2 0.3
N 0.563 0.597 -1.411 -0.4 -0.3 -0.2
C -0.276 1.764 -1.820 0.3 0.2 0.2
H 1.348 -1.239 -2.093 0.0 0.1 0.0
H -0.288 -0.892 -2.642 -0.1 0.2 -0.2
H 1.134 -0.010 -3.350 -0.2 0.0 -0.1
H 1.494 0.895 -1.123 0.0 0.1 0.1
H 0.135 0.151 -0.586 0.4 0.2 0.2
H 0.030 2.091 -2.809 -0.1 -0.1 -0.1
H -0.103 2.575 -1.117 -0.1 0.0 0.0
H -1.319 1.467 -1.784 0.0 0.0 -0.2
```
Positions in Å, forces in eV/Å.